1.
{"formula": "C19H22AsBaF6N6O7", "method": "ωB97M-V/def2-TZVPD", "species": ["Ba", "O", "C", "O", "C", "C", "C", "C", "C", "C", "O", "N", "O", "O", "N", "O", "O", "H", "H", "C", "N", "C", "C", "C", "N", "C", "C", "H", "H", "H", "H", "H", "H", "H", "H", "H", "H", "H", "H", "H", "H", "H", "H", "F", "As", "F", "F", "F", "F", "F", "N", "C", "C", "C", "C", "N", "C", "C", "H", "H", "H", "H"], "xyz": [[-0.2367, -0.7295, 0.0251], [-0.1486, 0.4192, 4.3218], [0.4933, 0.4553, 3.2812], [0.0913, 0.7209, 2.1078], [1.9901, 0.1649, 3.4173], [2.6193, 0.4782, 4.6053], [3.9783, 0.2733, 4.7413], [4.7955, -0.2517, 3.7186], [4.1961, -0.5602, 2.5508], [2.7567, -0.4453, 2.3340], [2.2407, -0.9182, 1.3145], [5.0134, -1.0616, 1.4413], [5.7330, -2.0087, 1.6529], [4.9198, -0.4521, 0.3945], [4.6317, 0.6267, 6.0180], [3.9326, 1.0889, 6.8900], [5.8278, 0.4320, 6.0933], [2.0321, 0.8773, 5.4201], [5.8541, -0.3955, 3.8785], [-3.8410, -0.0559, -0.4113], [-2.8006, 0.4139, 0.5042], [-3.1453, 0.0215, 1.8755], [-2.6290, 1.8676, 0.4434], [-2.0803, 2.3568, -0.8871], [-0.7146, 1.8930, -1.1739], [0.2672, 2.6952, -0.4400], [-0.4477, 1.9937, -2.6083], [-4.7995, 0.4469, -0.2171], [-3.9757, -1.1287, -0.2839], [-3.5603, 0.1138, -1.4497], [-4.1024, 0.4624, 2.1870], [-2.3641, 0.3470, 2.5622], [-3.2392, -1.0639, 1.9275], [-1.9583, 2.1514, 1.2564], [-3.5903, 2.3756, 0.6213], [-2.1160, 3.4563, -0.9006], [-2.7250, 2.0185, -1.6986], [0.2332, 3.7486, -0.7518], [1.2725, 2.3147, -0.6365], [0.0887, 2.6329, 0.6314], [-0.5678, 3.0240, -2.9719], [-1.1320, 1.3494, -3.1617], [0.5728, 1.6737, -2.8169], [-1.7009, -1.9849, -1.9471], [-1.7325, -3.6374, -1.2639], [-1.3492, -4.2601, -2.8104], [-0.0145, -3.3752, -0.9330], [-1.6743, -5.1569, -0.4996], [-2.0182, -2.8249, 0.2902], [-3.4169, -3.7163, -1.5385], [4.7397, -1.6314, -6.4822], [4.0663, -1.4762, -5.5657], [3.2210, -1.2695, -4.4187], [1.8780, -1.6249, -4.4632], [1.1022, -1.3961, -3.3420], [1.5820, -0.8443, -2.2226], [2.8757, -0.5207, -2.1882], [3.7363, -0.7121, -3.2551], [1.4473, -2.0738, -5.3464], [0.0563, -1.6747, -3.3393], [3.2477, -0.1009, -1.2617], [4.7780, -0.4380, -3.1746]], "lowdin_spin": [0.000, 0.039, 0.013, 0.006, 0.212, -0.026, 0.205, -0.009, 0.119, 0.073, 0.277, 0.004, 0.007, 0.015, 0.018, 0.020, 0.034, -0.004, -0.003, 0.000, 0.000, 0.000, 0.000, 0.000, 0.000, 0.000, 0.000, 0.000, 0.000, 0.000, 0.000, 0.000, 0.000, 0.000, 0.000, 0.000, 0.000, 0.000, 0.000, 0.000, 0.000, 0.000, 0.000, 0.000, 0.000, 0.000, 0.000, 0.000, 0.000, 0.000, 0.000, 0.000, 0.000, 0.000, 0.000, 0.000, 0.000, 0.000, 0.000, 0.000, 0.000, 0.000], "orbital_gap_ha": [0.3185, 0.2168], "homo_energy_ev": [-9.9, -9.9], "e_lumo_ev": [-1.2285, -3.9911], "s_squared": 0.79, "spin_multiplicity": 2, "total_charge": 0, "max_force_ev_per_a": 0.13}

---

2.
{"formula": "C19H22BNO4", "method": "ωB97M-V/def2-TZVPD", "species": ["O", "O", "O", "O", "B", "C", "C", "C", "C", "C", "C", "C", "C", "C", "C", "C", "C", "C", "N", "C", "C", "C", "C", "C", "C", "H", "H", "H", "H", "H", "H", "H", "H", "H", "H", "H", "H", "H", "H", "H", "H", "H", "H", "H", "H", "H", "H"], "xyz": [[-0.6737, 3.0897, 0.0589], [1.7576, 3.6418, -1.3205], [3.2156, 2.0723, -2.4785], [2.0158, -2.9758, -0.1330], [2.0507, 2.3816, -1.7360], [-1.1158, 2.4411, -0.8648], [-4.2221, -1.0200, 0.8196], [-3.0010, -0.5444, 1.2128], [-4.9524, -0.3311, -0.1363], [1.9786, 0.0812, 2.6801], [1.3189, -1.0837, 3.0180], [-2.4687, 0.5762, 0.6377], [-4.4486, 0.8118, -0.7071], [2.4760, 0.2690, 1.3913], [1.8907, -2.0281, 0.8902], [1.3317, -2.1696, 2.1610], [-3.1855, 1.2461, -0.3380], [2.3677, -0.7539, 0.4839], [-0.3275, 1.6316, -1.6757], [0.6670, -3.4915, 2.4473], [-2.5878, 2.4134, -1.0388], [2.6344, -2.3104, -1.2543], [2.5800, -0.7913, -0.9938], [1.4043, -0.1614, -1.8162], [1.0477, 1.2321, -1.3169], [0.9049, 3.5480, -0.8281], [3.5939, 2.9489, -2.6676], [-4.6118, -1.9433, 1.2079], [-2.4468, -1.1283, 1.9442], [-5.8472, -0.7573, -0.5736], [2.0121, 0.8829, 3.3665], [0.8268, -1.1456, 3.9936], [-1.4595, 0.9057, 0.8561], [-5.0034, 1.3218, -1.4956], [2.7403, 1.2776, 1.0509], [-0.7811, 0.9911, -2.3349], [1.0520, -4.2485, 1.7683], [-0.4123, -3.3984, 2.3992], [0.8987, -3.8527, 3.4520], [-3.0328, 3.3393, -0.6344], [-2.8640, 2.3306, -2.0969], [3.7005, -2.6903, -1.2360], [2.0865, -2.6674, -2.1142], [3.5238, -0.3427, -1.2715], [1.6518, -0.0838, -2.8758], [0.5593, -0.8452, -1.6663], [1.1546, 1.3311, -0.2350]], "nbo_charge": [-0.646, -0.900, -0.889, -0.515, 1.102, 0.699, -0.225, -0.201, -0.201, -0.226, -0.192, -0.178, -0.209, -0.206, 0.368, -0.102, -0.021, -0.099, -0.614, -0.630, -0.519, -0.055, -0.261, -0.395, -0.419, 0.516, 0.490, 0.213, 0.212, 0.212, 0.213, 0.215, 0.216, 0.209, 0.214, 0.404, 0.230, 0.217, 0.215, 0.251, 0.222, 0.184, 0.195, 0.237, 0.223, 0.204, 0.241], "orbital_gap_ha": 0.3242, "smiles": "Cc1cccc2c1OC[C@H]2C[C@H](NC(=O)Cc1ccccc1)B(O)O", "homo_energy_ev": -8.3, "e_lumo_ev": 0.5342, "total_charge": 0, "max_force_ev_per_a": 2.11}

---

3.
{"formula": "C19H22BrIN2O3S", "method": "ωB97M-V/def2-TZVPD", "species": ["O", "O", "Br", "I", "O", "C", "C", "C", "C", "C", "C", "C", "C", "C", "C", "C", "C", "N", "N", "C", "C", "C", "C", "C", "C", "C", "S", "H", "H", "H", "H", "H", "H", "H", "H", "H", "H", "H", "H", "H", "H", "H", "H", "H", "H", "H", "H", "H", "H"], "xyz": [[-4.7652, 2.0814, 0.9237], [-3.2137, 1.3518, -0.7790], [-0.9011, -5.2349, -3.7937], [5.4098, -2.8250, -2.1231], [2.4030, -1.3946, -2.4545], [-0.7614, 5.7643, 1.2750], [-1.7238, 5.3780, 2.2495], [-0.6807, 5.0845, 0.0655], [1.9435, -5.4392, -3.2713], [3.2176, -4.9579, -2.9424], [0.9894, -3.2518, -3.0652], [-2.5519, 4.2367, 2.0019], [-1.5313, 3.9955, -0.1933], [0.8438, -4.5818, -3.3492], [3.3786, -3.5970, -2.6283], [2.2561, -2.7258, -2.7195], [-2.4697, 3.5545, 0.7809], [1.0047, -0.8919, 1.0060], [-2.6894, 0.8496, 1.6867], [1.5856, -0.8757, -1.4389], [1.9203, -1.4088, -0.0312], [0.0319, -1.7749, 1.6882], [1.0903, 0.5216, 1.4099], [-1.1432, -0.9646, 2.3044], [-0.2934, 1.1724, 1.2387], [-1.4451, 0.1580, 1.3143], [-3.3682, 1.9558, 0.5721], [-0.0748, 6.5937, 1.4368], [-1.7908, 5.8646, 3.2242], [0.0604, 5.4061, -0.6323], [1.8518, -6.4810, -3.5593], [4.0524, -5.6165, -2.8616], [0.1010, -2.6470, -3.0504], [-3.2988, 3.8920, 2.6927], [-1.4493, 3.4081, -1.1078], [-3.4216, 0.1881, 1.8733], [0.5340, -1.0903, -1.6163], [1.6972, 0.2335, -1.4402], [2.9520, -1.1500, 0.2426], [1.9111, -2.4958, -0.0521], [-0.3646, -2.5150, 0.9646], [0.5353, -2.3900, 2.4613], [1.8374, 1.0172, 0.8354], [1.4474, 0.5524, 2.4745], [-1.9472, -1.6362, 2.5456], [-0.8377, -0.5584, 3.2790], [-0.3991, 1.9727, 1.9902], [-0.3099, 1.6085, 0.2421], [-1.6226, -0.3367, 0.3307]], "nbo_charge": [-0.928, -0.941, 0.063, 0.120, -0.504, -0.181, -0.210, -0.222, -0.256, -0.228, -0.305, -0.184, -0.181, -0.042, -0.128, 0.269, -0.288, -0.488, -0.841, -0.065, -0.229, -0.189, -0.203, -0.421, -0.420, -0.054, 2.225, 0.222, 0.227, 0.224, 0.233, 0.235, 0.241, 0.240, 0.245, 0.403, 0.170, 0.191, 0.191, 0.206, 0.191, 0.177, 0.207, 0.172, 0.220, 0.206, 0.218, 0.212, 0.204], "orbital_gap_ha": 0.3000, "smiles": "O=S(=O)(NC1CCN(CCOc2cc(Br)ccc2I)CC1)c1ccccc1", "homo_energy_ev": -8.1, "e_lumo_ev": 0.1030, "total_charge": 0, "max_force_ev_per_a": 3.52}

---

4.
{"formula": "C19H22CaN2Te", "method": "ωB97M-V/def2-TZVPD", "species": ["C", "C", "H", "H", "H", "H", "H", "H", "C", "C", "C", "C", "H", "H", "H", "H", "N", "C", "C", "N", "C", "C", "C", "H", "H", "C", "H", "H", "Ca", "C", "H", "H", "H", "Te", "C", "C", "C", "C", "C", "C", "H", "H", "H", "H", "H"], "xyz": [[-4.2189, -0.1109, -0.4296], [-4.2766, 1.1718, -1.2354], [-4.3755, -0.9818, -1.0712], [-5.0002, -0.1194, 0.3317], [-3.2766, -0.2311, 0.1021], [-3.4049, 1.3150, -1.8851], [-5.1524, 1.2366, -1.8895], [-4.3079, 2.0640, -0.5900], [0.7983, -3.3821, -0.9256], [1.8284, -4.3105, -1.0841], [2.9437, -3.9215, -1.8364], [2.9985, -2.6459, -2.3670], [-0.0367, -3.5958, -0.2508], [1.7435, -5.2999, -0.6499], [3.7776, -4.5970, -1.9987], [3.8661, -2.3154, -2.9253], [0.8023, -2.1551, -1.5056], [1.9115, -1.7459, -2.1825], [2.0279, -0.3044, -2.5925], [1.0592, 0.5770, -2.2002], [1.2241, 1.9003, -2.4198], [3.2777, 1.5027, -3.5993], [2.3145, 2.3989, -3.1404], [0.4580, 2.5514, -2.0017], [2.3869, 3.4634, -3.3348], [3.1503, 0.1550, -3.2998], [3.8824, -0.5675, -3.6190], [4.1363, 1.8291, -4.1932], [-0.9646, -0.0725, -1.1190], [-1.6176, 2.1050, -0.4102], [-1.8243, 2.6096, -1.3619], [-0.7310, 2.4865, 0.0848], [-2.4838, 2.1409, 0.2455], [0.8666, -0.2280, 1.5109], [0.2529, 0.1153, 3.4651], [-1.0443, 0.7053, 3.5199], [-1.5305, 1.1789, 4.7473], [-0.7614, 1.0529, 5.9307], [0.4974, 0.4140, 5.8795], [1.0078, -0.0668, 4.6611], [-1.6019, 0.8179, 2.5842], [-2.5142, 1.6577, 4.7756], [-1.1539, 1.4506, 6.8708], [1.0727, 0.3035, 6.8100], [1.9924, -0.5519, 4.5994]], "nbo_charge": [-0.621, -0.609, 0.194, 0.228, 0.183, 0.193, 0.203, 0.228, 0.067, -0.237, -0.152, -0.219, 0.218, 0.233, 0.227, 0.215, -0.503, 0.167, 0.188, -0.552, 0.066, -0.144, -0.241, 0.242, 0.235, -0.221, 0.218, 0.229, 1.684, -1.416, 0.166, 0.209, 0.195, -0.516, -0.214, -0.256, -0.213, -0.248, -0.210, -0.264, 0.216, 0.204, 0.207, 0.207, 0.216], "orbital_gap_ha": 0.1772, "homo_energy_ev": -5.8, "e_lumo_ev": -0.9470, "total_charge": 0, "max_force_ev_per_a": 1.48}